1:
Formula: C3H9NO
Source: the Open Molecules 2025 dataset
Level of theory: ωB97M-V/def2-TZVPD

Atoms and positions in Å:
O  2.91860  1.88885  0.24835
N  -3.85000  -1.53025  1.28814
C  1.06938  0.71875  -0.80865
C  2.38399  0.63030  -0.07056
C  -3.09476  -1.47879  0.26868
H  -3.01357  -0.59949  -0.36518
H  0.60484  -0.24002  -1.00667
H  3.07732  0.02148  -0.65042
H  -3.57158  -2.28419  1.90286
H  2.21940  0.08172  0.86474
H  1.11079  1.23872  -1.77153
H  2.25585  2.58916  0.24481
H  0.28769  1.26663  -0.27375
H  -2.39795  -2.30289  0.12914

Properties
Structure (SMILES) ... C=N.CCO
HOMO level ... -10.17 eV
Lowest unoccupied orbital energy ... 0.78 eV

Löwdin atomic charge list, values in e, 5 entries: -0.07 0.01 -0.11 -0.33 -0.14


2:
Formula: C3H9NO
Source: the Open Molecules 2025 dataset
Level of theory: ωB97M-V/def2-TZVPD

Atoms and positions in Å:
O  2.29526  1.32625  -0.78494
N  0.37027  0.23013  0.22623
C  0.95034  1.43040  -0.33853
C  -1.31025  -1.32631  0.69520
C  -0.41862  -0.84920  -0.47560
H  -0.97903  -0.31554  -1.33222
H  -0.09833  0.37042  1.11929
H  0.37405  1.76761  -1.26202
H  0.25091  -1.55330  -0.90338
H  -0.61494  -1.66520  1.57162
H  2.33783  0.66437  -0.14895
H  0.77035  2.43624  0.25990
H  -1.88630  -0.40943  1.00119
H  -2.04152  -2.10646  0.37221

Properties
Structure (SMILES) ... CCNCO
HOMO level ... -9.29 eV
Lowest unoccupied orbital energy ... 1.00 eV

Löwdin atomic charge list, values in e, 5 entries: -0.04 -0.10 -0.34 -0.12 -0.24


3:
Formula: C3H9NO
Source: the Open Molecules 2025 dataset
Level of theory: ωB97M-V/def2-TZVPD

Atoms and positions in Å:
O  0.30474  -0.94357  0.84992
N  -2.37063  -1.47628  0.98194
C  -2.41231  -0.45492  1.70038
C  0.85002  -0.46794  -0.11612
C  1.78383  0.68234  -0.24933
H  0.76769  1.06162  -3.03518
H  -3.39539  -0.07233  1.93128
H  -1.67189  -0.12821  2.42487
H  1.80228  1.27285  0.61160
H  2.72291  0.08718  -0.39913
H  0.62614  1.83199  -3.20002
H  0.61052  -0.92129  -1.16827
H  -1.37163  -1.81153  0.83345
H  1.75374  1.34008  -1.16541

Properties
HOMO level ... -9.21 eV
Lowest unoccupied orbital energy ... 0.99 eV

Löwdin atomic charge list, values in e, 5 entries: 0.00 0.01 -0.18 -0.32 -0.06


4:
Formula: C3H9NO
Source: the Open Molecules 2025 dataset
Level of theory: ωB97M-V/def2-TZVPD

Atoms and positions in Å:
O  -1.73329  -0.90571  -2.23450
N  -2.50046  1.38591  -2.71143
C  1.46356  -1.21008  2.13872
C  1.85325  0.23707  2.10916
C  -1.60651  0.16949  -2.87032
H  0.86122  0.78466  2.50634
H  1.68050  0.50527  1.02226
H  -0.68507  0.26302  -3.40538
H  1.41682  -1.62953  3.17166
H  -3.40975  1.05633  -2.32165
H  2.65672  0.72429  2.69499
H  -2.66645  1.80317  -3.68388
H  2.24547  -1.84318  1.74927
H  0.42399  -1.34070  1.83477

Properties
Structure (SMILES) ... NC=O.CC
HOMO level ... -10.31 eV
Lowest unoccupied orbital energy ... 0.87 eV

Löwdin atomic charge list, values in e, 5 entries: -0.03 0.04 -0.22 -0.20 -0.29


Each structure's energy above the most stable one, in eV: 1 0.164; 2 0.488; 3 1.540; 4 0.000.


1:
Formula: C3H6N2O3
Source: the Open Molecules 2025 dataset
Level of theory: ωB97M-V/def2-TZVPD

Atoms and positions in Å:
O  0.26231  1.69506  -1.04212
O  2.37394  1.89236  -0.31874
O  0.97109  0.53654  0.77944
N  0.36339  -1.62298  0.04017
N  -1.06019  -0.35452  1.36518
C  -0.50969  0.50348  -1.05256
C  -0.07261  -0.32291  0.35797
C  1.30015  1.38509  -0.24900
H  -1.56568  0.77279  -0.97843
H  -1.77504  -1.04601  1.19506
H  -1.44492  0.55437  1.58079
H  -0.33603  -0.07984  -1.95848
H  1.21263  -1.62008  -0.51203
H  0.28065  -2.29335  0.79275

Properties
Structure (SMILES) ... NC1(N)COC(=O)O1
HOMO level ... -10.08 eV
Lowest unoccupied orbital energy ... 0.66 eV

Löwdin atomic charge list, values in e, 5 entries: 0.06 0.17 0.10 0.12 0.12


2:
Formula: C3H6N2O3
Source: the Open Molecules 2025 dataset
Level of theory: ωB97M-V/def2-TZVPD

Atoms and positions in Å:
O  -0.82637  0.27367  -1.12381
O  0.29211  -0.13544  0.79594
O  1.32994  1.48402  -1.36313
N  0.43628  0.98482  1.67720
N  1.35465  -0.79718  -1.55392
C  0.84679  0.40362  -1.17274
C  -1.02443  -0.13772  0.11805
C  -2.10943  -0.55287  0.76545
H  2.01037  -0.75117  -2.32150
H  0.74184  -1.59835  -1.49288
H  -2.05021  -0.81827  1.81126
H  -3.04235  -0.63844  0.22543
H  1.01062  0.61775  2.43407
H  1.03020  1.66557  1.20059

Properties
Structure (SMILES) ... C=C(ON)OC(N)=O
HOMO level ... -8.89 eV
Lowest unoccupied orbital energy ... 0.70 eV

Löwdin atomic charge list, values in e, 5 entries: 0.04 -0.17 0.13 0.08 0.18


3:
Formula: C3H6N2O3
Source: the Open Molecules 2025 dataset
Level of theory: ωB97M-V/def2-TZVPD

Atoms and positions in Å:
O  -0.38324  1.04763  -1.93094
O  0.41592  1.37233  0.56727
O  0.21944  -0.90880  -2.62439
N  0.11804  -0.62040  -0.33341
N  -0.96516  -0.54146  2.68210
C  0.04927  -0.21444  -1.68939
C  0.42771  0.17273  0.72533
C  0.43912  -0.33721  2.14883
H  0.16047  -1.68734  -0.12075
H  -0.54822  1.56745  -1.07979
H  0.76876  -1.34421  2.08727
H  -1.58666  0.29511  2.81985
H  -1.52687  -0.84350  1.93675
H  1.14877  0.32980  2.71172

Properties
Structure (SMILES) ... NCC(=O)NC(=O)O
HOMO level ... -10.23 eV
Lowest unoccupied orbital energy ... 0.41 eV

Löwdin atomic charge list, values in e, 5 entries: 0.10 0.06 0.15 0.17 0.02


4:
Formula: C3H6N2O3
Source: the Open Molecules 2025 dataset
Level of theory: ωB97M-V/def2-TZVPD

Atoms and positions in Å:
O  -1.22741  -0.96286  -0.15677
O  0.90211  -0.32462  -0.67385
O  0.55246  1.95798  -0.09798
N  -0.60754  1.23168  0.05259
N  1.77300  -0.56317  0.47856
C  -0.36709  0.03891  -0.23365
C  2.97542  -0.69871  0.00779
C  -2.56029  -0.59368  0.12266
H  -2.79115  0.32749  -0.52327
H  3.68967  -0.79936  0.85289
H  -2.71696  -0.36202  1.20643
H  3.29717  -0.71353  -1.02977
H  0.31934  2.87109  0.21752
H  -3.23872  -1.40921  -0.22317

Properties
Structure (SMILES) ... C=NO/C(=N\O)OC
HOMO level ... -9.14 eV
Lowest unoccupied orbital energy ... 0.96 eV

Löwdin atomic charge list, values in e, 5 entries: -0.03 -0.06 -0.06 0.06 0.06


Each structure's energy above the most stable one, in eV: 1 0.000; 2 3.267; 3 0.115; 4 4.706.


1:
Formula: C3H6N2O3
Source: the Open Molecules 2025 dataset
Level of theory: ωB97M-V/def2-TZVPD

Atoms and positions in Å:
O  -2.41315  -1.02328  -0.68888
O  -1.84666  -0.34320  1.28982
O  -0.13319  1.53777  0.22319
N  2.48071  -0.86431  0.01407
N  1.12528  -0.36020  -0.25934
C  -1.85148  -0.17156  -0.04432
C  -1.10695  0.97484  -0.61677
C  0.98557  0.81010  0.29034
H  -1.77282  1.84443  -0.83942
H  -0.58624  0.50078  -1.52392
H  2.92976  -1.21819  -0.80025
H  2.45028  -1.56836  0.74539
H  -2.04430  -1.31620  1.32356
H  1.78321  1.19739  0.88653

Properties
Structure (SMILES) ... N/N=C/OCC(=O)O
HOMO level ... -9.15 eV
Lowest unoccupied orbital energy ... 0.82 eV

Löwdin atomic charge list, values in e, 5 entries: 0.10 0.10 -0.03 -0.02 0.00


2:
Formula: C3H6N2O3
Source: the Open Molecules 2025 dataset
Level of theory: ωB97M-V/def2-TZVPD

Atoms and positions in Å:
O  2.22112  -0.27642  -0.47524
O  0.34575  -1.72727  0.36948
O  1.15595  1.69494  -0.04085
N  -1.71802  1.30022  0.24792
N  -2.04420  -0.81224  -0.72439
C  1.20230  0.50084  -0.04043
C  0.03714  -0.36551  0.54945
C  -1.28333  0.01278  -0.06210
H  -0.07755  -0.21935  1.64791
H  -0.90564  1.86731  0.50106
H  -0.11069  -2.18027  1.11036
H  -2.54935  1.62810  -0.24283
H  2.00037  -1.22440  -0.46330
H  -1.54079  -1.70593  -0.72650

Properties
Structure (SMILES) ... [H]/N=C(/N)[C@@H](O)C(=O)O
HOMO level ... -9.40 eV
Lowest unoccupied orbital energy ... 0.17 eV

Löwdin atomic charge list, values in e, 5 entries: 0.13 -0.04 0.13 0.13 0.12


Each structure's energy above the most stable one, in eV: 1 1.685; 2 0.000.


1:
Formula: C2H7NS2
Source: the Open Molecules 2025 dataset
Level of theory: ωB97M-V/def2-TZVPD

Atoms and positions in Å:
S  1.17472  -1.29579  -1.16888
S  0.57486  -1.18920  -3.10641
N  -2.01921  1.14262  1.62950
C  1.29053  0.48454  -0.63940
C  -1.30126  0.34991  2.31638
H  1.34599  0.31742  0.42958
H  2.14815  1.04659  -1.00798
H  -0.28526  0.68068  2.53182
H  0.91610  -2.39348  -3.63210
H  -1.54976  -0.69653  2.54138
H  -2.65428  0.59552  1.04334
H  0.35941  0.95772  -0.93724

Properties
Structure (SMILES) ... C=N.CSS
HOMO level ... -8.16 eV
Lowest unoccupied orbital energy ... 0.61 eV

Löwdin atomic charge list, values in e, 5 entries: 0.30 0.25 0.01 -0.44 -0.15


2:
Formula: C2H7NS2
Source: the Open Molecules 2025 dataset
Level of theory: ωB97M-V/def2-TZVPD

Atoms and positions in Å:
S  0.45293  1.75777  1.18429
S  -1.64074  1.76305  1.28143
N  0.47769  -1.58865  -1.11774
C  0.65484  0.68513  -0.28846
C  -0.07153  -0.65072  -0.14748
H  -1.11833  -0.52533  -0.34791
H  0.95109  -2.38908  -0.71623
H  1.72543  0.53184  -0.36445
H  0.10283  -1.01572  0.85640
H  -0.20140  -2.04442  -1.71257
H  -1.65134  2.23185  2.53182
H  0.31853  1.24429  -1.15910

Properties
Structure (SMILES) ... NCCSS
HOMO level ... -8.10 eV
Lowest unoccupied orbital energy ... 0.52 eV

Löwdin atomic charge list, values in e, 5 entries: 0.42 0.31 -0.02 -0.57 -0.38


Each structure's energy above the most stable one, in eV: 1 1.382; 2 0.000.


1:
Formula: C4H10NO
Source: the Open Molecules 2025 dataset
Level of theory: ωB97M-V/def2-TZVPD

Atoms and positions in Å:
O  0.71668  -1.44504  -0.54478
N  -0.49037  0.93356  -1.00253
C  1.90065  0.42359  0.43635
C  0.67883  -0.30409  0.05001
C  -0.68508  0.28308  0.29240
C  -1.85758  -0.67285  0.39673
H  2.66333  0.41251  -0.34159
H  -1.59264  -1.51863  1.02688
H  1.58049  -1.71607  -0.90548
H  -2.15149  -1.06406  -0.57383
H  -0.98213  0.51586  -1.77903
H  2.32064  -0.07721  1.31521
H  1.69576  1.45262  0.72117
H  -0.67735  1.00956  1.10538
H  -2.71271  -0.16961  0.83763
H  -0.40704  1.93678  -1.03452

Properties
HOMO level ... -14.98 eV
Net charge ... +1
Lowest unoccupied orbital energy ... -4.03 eV

Löwdin atomic charge list, values in e, 5 entries: 0.19 0.14 0.03 -0.27 -0.32


2:
Formula: C4H10NO
Source: the Open Molecules 2025 dataset
Level of theory: ωB97M-V/def2-TZVPD

Atoms and positions in Å:
O  1.33461  2.26096  0.57414
N  0.65584  0.05979  -1.02114
C  -0.36526  -0.77317  -0.54953
C  -1.13524  -0.31952  0.56250
C  -1.44093  -1.40215  1.62011
C  0.98446  0.07062  -2.31025
H  1.77145  0.51620  -2.88856
H  -1.19928  0.72816  0.95246
H  -0.44373  -1.75614  -1.04750
H  0.30211  -0.55257  -2.88758
H  -0.61481  -2.15169  1.46055
H  2.13036  2.76793  0.83375
H  0.57666  2.78439  0.89747
H  1.07399  0.71576  -0.41063
H  -2.37973  -1.93517  1.56735
H  -1.25048  -1.01340  2.64687

Properties
HOMO level ... -13.59 eV
Net charge ... +1
Lowest unoccupied orbital energy ... -5.47 eV

Löwdin atomic charge list, values in e, 5 entries: -0.05 0.04 -0.09 -0.02 -0.08


3:
Formula: C4H10NO
Source: the Open Molecules 2025 dataset
Level of theory: ωB97M-V/def2-TZVPD

Atoms and positions in Å:
O  -1.28499  -0.59326  -0.92532
N  0.11070  -0.27726  0.51771
C  -0.26817  0.35981  -0.79117
C  1.55552  -0.48833  0.96018
C  -0.80473  1.71470  -0.77952
C  -0.73296  -1.49295  0.00165
H  -0.03101  -2.35194  -0.41038
H  2.24820  -0.70903  0.10290
H  -0.58028  0.20342  1.13471
H  -0.05027  2.50492  -0.62896
H  1.96392  0.47993  1.49571
H  1.48537  -1.30698  1.80286
H  -1.36970  1.92182  -1.75333
H  0.55828  0.17967  -1.48800
H  -1.46484  1.73063  -0.00427
H  -1.33502  -1.87514  0.76522

Properties
Structure (SMILES) ... C[C@@H]1OC[N@H+]1C
HOMO level ... -15.62 eV
Net charge ... +1
Lowest unoccupied orbital energy ... -3.23 eV

Löwdin atomic charge list, values in e, 5 entries: -0.01 -0.04 -0.36 0.02 0.02


4:
Formula: C4H10NO
Source: the Open Molecules 2025 dataset
Level of theory: ωB97M-V/def2-TZVPD

Atoms and positions in Å:
O  -2.30832  0.50707  -1.94694
N  2.60445  -0.77913  0.00541
C  -0.00363  0.30490  0.54570
C  -1.04098  -0.74208  1.15922
C  -0.64948  1.33341  -0.36685
C  -1.22343  0.47112  -1.41377
H  0.07979  2.01751  -0.98611
H  -1.37194  1.94556  0.14955
H  0.70792  0.75613  1.26340
H  2.05216  -0.02104  0.35582
H  2.13285  -1.67786  -0.19827
H  -1.15897  -1.53544  0.38210
H  -0.59211  -0.40131  -1.73533
H  -0.51921  -1.30994  1.91944
H  3.24906  -0.58043  -0.70292
H  -1.95818  -0.28848  1.56957

Properties
HOMO level ... -14.42 eV
Net charge ... +1
Lowest unoccupied orbital energy ... -8.37 eV

Löwdin atomic charge list, values in e, 5 entries: 0.12 0.14 0.12 0.02 -0.11


Each structure's energy above the most stable one, in eV: 1 0.000; 2 1.648; 3 1.505; 4 4.505.


1:
Formula: C4H10NO
Source: the Open Molecules 2025 dataset
Level of theory: ωB97M-V/def2-TZVPD

Atoms and positions in Å:
O  -0.84375  -1.23744  1.73136
N  -0.21476  0.19901  -0.81804
C  -1.32052  0.53516  -1.66433
C  2.05165  0.37579  0.00581
C  0.94469  0.72574  -0.87359
C  -1.24762  -1.66279  2.78142
H  1.12277  1.48428  -1.63269
H  -2.21367  -2.17341  2.87117
H  -1.82166  -0.37232  -1.99939
H  1.83370  -0.48083  0.63730
H  -0.99000  1.10972  -2.52614
H  2.94149  0.19108  -0.59588
H  -2.04193  1.12859  -1.09649
H  -0.42374  -0.48817  -0.07613
H  2.30221  1.23392  0.63420
H  -0.67651  -1.56702  3.71294

Properties
HOMO level ... -14.19 eV
Net charge ... +1
Lowest unoccupied orbital energy ... -4.10 eV

Löwdin atomic charge list, values in e, 5 entries: -0.03 0.04 -0.01 -0.01 -0.05


2:
Formula: C4H10NO
Source: the Open Molecules 2025 dataset
Level of theory: ωB97M-V/def2-TZVPD

Atoms and positions in Å:
O  -2.70184  0.98835  1.09558
N  -0.04824  0.97433  -0.04871
C  0.55838  -1.30392  -0.41935
C  0.89065  0.01958  -0.17134
C  1.45532  -2.32630  -1.05897
C  0.19863  2.11729  0.49732
H  1.24951  2.50869  0.43583
H  -3.03726  1.50518  1.91019
H  1.95640  0.48047  -0.17685
H  -0.99265  0.58621  0.12053
H  -0.62765  2.64158  0.95176
H  1.04600  -2.61393  -1.94039
H  2.37390  -1.72514  -1.37555
H  -0.47949  -1.62357  -0.23905
H  1.76613  -3.12827  -0.36804
H  -3.60779  0.89945  0.78703

Properties
HOMO level ... -13.82 eV
Net charge ... +1
Lowest unoccupied orbital energy ... -5.29 eV

Löwdin atomic charge list, values in e, 5 entries: -0.08 0.01 -0.05 -0.12 -0.06


3:
Formula: C4H10NO
Source: the Open Molecules 2025 dataset
Level of theory: ωB97M-V/def2-TZVPD

Atoms and positions in Å:
O  0.39997  1.14390  1.41790
N  -1.28375  -0.05128  -0.04678
C  0.18703  1.39478  -1.54478
C  0.12137  -0.24044  0.54392
C  -0.02830  0.05173  -0.86636
C  0.40130  -1.42167  1.28058
H  1.26471  1.44906  1.12990
H  -0.19018  -1.50121  2.16410
H  -1.41326  0.94453  0.06533
H  0.24233  1.18346  -2.67860
H  1.21212  1.65452  -1.34473
H  0.16282  -0.81544  -1.51099
H  1.55164  -1.57268  1.57212
H  0.17360  -2.30406  0.68737
H  -2.15540  -0.69163  0.07274
H  -0.47854  2.13676  -1.09138

Properties
Structure (SMILES) ... C[C@@H]1[NH2+][C@]1(C)O
HOMO level ... -15.87 eV
Net charge ... +1
Lowest unoccupied orbital energy ... -3.37 eV

Löwdin atomic charge list, values in e, 5 entries: -0.01 0.20 0.01 -0.31 -0.21


Each structure's energy above the most stable one, in eV: 1 0.000; 2 1.393; 3 1.992.